(1)
A cluster of 2 separate species, C4H10NO in total, computed with the ωB97M-V functional and the def2-TZVPD basis.

LUMO energy ... 0.160 Ha
Calculated total energy ... -7846.13797 eV
Net charge ... -1
Relative energy (zero: lowest compared OMol25 entry of this formula, charge and spin) ... 1.3983 eV
E_HOMO ... -2.6026 eV

XYZ file:
```
16
Properties=species:S:1:pos:R:3:forces:R:3
C 1.3516 0.8648 -2.1189 -1.91 1.03 0.31
C 0.0934 1.4086 -2.1351 1.86 -0.40 0.27
H 1.4880 -0.1905 -1.8839 -0.10 0.23 -0.11
H 2.2398 1.5049 -2.1844 -0.27 -0.27 -0.23
H -0.7875 0.7904 -1.8601 0.64 0.20 -0.20
H 0.0052 2.5040 -2.2577 -0.03 -0.59 -0.07
C 0.6892 -0.8031 1.7748 -1.62 -0.96 0.20
N -0.7804 -1.0500 1.8256 -0.31 0.50 -0.55
C -1.4410 -0.3434 0.6514 -0.48 0.00 -0.60
O -1.0329 -0.7140 -0.5860 -0.45 -0.11 1.17
H 1.0367 -0.8875 0.7391 0.35 -0.07 0.22
H 1.1232 -1.5046 2.4884 0.49 -0.16 -0.31
H 0.8720 0.1814 2.1833 0.06 0.46 -0.12
H -1.0308 -2.0339 1.6710 0.72 0.34 0.02
H -1.2455 0.7471 0.8658 -0.03 -0.18 0.03
H -2.5809 -0.4742 0.8265 1.06 -0.03 -0.02
```
Positions in Å, forces in eV/Å.

---

(2)
A cluster of 2 separate species, C4H10N2 in total, computed with the ωB97M-V functional and the def2-TZVPD basis.

LUMO energy (spin up / spin down) ... -0.027 / 0.036 Ha
Calculated total energy ... -7284.82488 eV
Net charge ... 0
Relative energy (zero: lowest compared OMol25 entry of this formula, charge and spin) ... 5.7947 eV
E_HOMO (spin up / spin down) ... -6.5347 / -8.8725 eV

XYZ file:
```
16
Properties=species:S:1:pos:R:3:forces:R:3
C 1.6177 -0.7602 -0.2760 -0.69 0.63 -0.13
N 1.3679 -0.4748 1.1056 -2.16 1.19 -1.64
N 2.0360 -0.8157 2.1368 1.69 -0.71 1.84
H 2.9045 -1.2573 1.8180 -0.16 0.02 0.07
H 2.1873 0.0327 -0.7644 0.37 -0.04 -0.01
H 0.5788 -0.6142 -0.7410 1.13 -0.83 0.03
H 2.1307 -1.7213 -0.3690 -0.34 -0.01 -0.25
C -1.5908 1.5418 -1.2264 0.50 0.27 -0.37
C -1.0250 0.3942 -0.4688 -2.00 0.19 0.39
C -1.6551 -0.4098 0.3659 0.58 -0.44 0.04
H 0.5217 0.0891 1.2553 0.71 -0.41 0.18
H -1.0602 2.4703 -0.9953 -0.06 -0.06 0.00
H -1.4825 1.3856 -2.3044 -0.03 0.00 0.08
H -2.6619 1.7019 -1.0192 0.27 -0.23 0.11
H -1.1571 -1.2595 0.8459 -0.06 0.21 -0.13
H -2.7119 -0.3030 0.6370 0.22 0.22 -0.20
```
Positions in Å, forces in eV/Å.

---

(3)
A cluster of 11 separate species, C58H149N11O18 in total, computed with the ωB97M-V functional and the def2-TZVPD basis.

LUMO energy ... 0.009 Ha
Calculated total energy ... -115790.41311 eV
Net charge ... 0
Relative energy (zero: lowest compared OMol25 entry of this formula, charge and spin) ... 6.5467 eV
E_HOMO ... -8.4996 eV
SMILES string ... COC[C@H](C)N.COC[C@H](C)N.COC[C@H](C)N.COC[C@H](C)N.COCCNCCOC.COCCNCCOC.COCCNCCOC.COCCNCCOC.COCCNCCOC.COCCNCCOC.COCCNCCOC

XYZ file:
```
236
Properties=species:S:1:pos:R:3:forces:R:3
C -2.0260 1.3840 -6.5721 0.17 0.13 -1.63
O -1.6200 2.3414 -7.5506 0.72 0.90 -0.15
C -0.3392 2.9895 -7.3581 -0.86 -0.17 0.14
C -0.1183 4.1774 -8.3482 0.35 -0.51 -0.43
C 0.2761 3.6538 -9.7670 0.29 0.24 -0.21
N 0.9242 5.1307 -7.9218 0.30 -0.63 0.15
H -2.7623 0.8434 -7.1669 -0.15 -0.44 0.54
H -2.5170 1.7973 -5.6911 0.28 0.27 0.14
H -1.1937 0.7209 -6.3361 -0.02 -0.09 0.33
H -0.3028 3.2869 -6.3101 0.12 0.59 0.13
H 0.4658 2.2648 -7.4798 0.19 -0.24 -0.21
H -1.0246 4.7783 -8.4238 -0.25 -0.32 -0.01
H -0.3895 2.9186 -10.2192 -0.36 0.12 0.37
H 1.2665 3.2071 -9.8554 0.23 -0.39 0.95
H 0.4362 4.4450 -10.4995 -0.68 0.51 0.19
H 1.7923 4.6270 -7.8086 0.49 -0.24 -0.48
H 0.7998 5.4721 -6.9794 -0.71 0.23 0.18
C 6.0199 0.3228 6.0583 -1.04 0.86 0.02
O 5.0555 0.2674 7.1502 0.61 -0.25 -0.74
C 4.1724 1.3930 7.0966 0.25 0.40 0.31
C 3.2548 1.4463 8.3599 1.25 -0.59 -0.91
C 2.4753 0.1809 8.5257 1.01 -0.87 -0.10
N 2.2785 2.5079 8.4051 0.08 1.02 -0.52
H 6.5750 1.2603 6.0927 0.27 0.08 0.35
H 5.5001 0.3822 5.1020 -0.35 -0.18 -0.14
H 6.7227 -0.5046 5.9605 -0.37 -0.20 0.86
H 4.8056 2.2803 7.0978 0.06 0.44 0.06
H 3.6506 1.4264 6.1403 -0.51 -0.27 -0.06
H 3.9565 1.6726 9.1628 0.31 -0.89 0.37
H 1.7941 0.0531 7.6844 -0.53 0.36 0.34
H 2.0319 0.2180 9.5207 -0.47 -0.48 -0.24
H 3.1387 -0.6769 8.4152 0.07 -0.10 0.51
H 1.8966 2.4154 9.3355 -0.59 0.06 0.11
H 2.8113 3.3619 8.4877 -0.10 0.61 -0.27
C -2.7546 -3.8803 -4.7858 0.75 -0.17 -0.13
O -1.4981 -4.5858 -4.7586 -1.02 -0.20 -0.99
C -0.9557 -4.8535 -3.4910 -0.55 0.43 0.13
C 0.2604 -5.7710 -3.5750 0.42 -0.40 0.12
C 1.5216 -5.2931 -4.2993 -0.71 0.95 -0.15
N -0.1458 -7.0706 -4.0806 -0.62 -0.82 -0.52
H -3.1364 -3.8009 -5.8036 0.73 0.07 -0.28
H -2.5744 -2.8807 -4.3903 -0.35 0.13 0.17
H -3.6011 -4.3739 -4.3085 0.35 -0.27 0.81
H -0.8161 -3.9086 -2.9658 0.89 0.33 0.00
H -1.6933 -5.3177 -2.8363 -0.24 -0.65 -0.13
H 0.5009 -5.9253 -2.5231 0.26 0.03 0.22
H 1.8688 -4.3827 -3.8108 0.35 0.05 -0.13
H 1.2819 -5.0636 -5.3376 -0.10 0.20 -0.06
H 2.3220 -6.0307 -4.3571 -0.12 -0.13 0.49
H -0.7473 -6.9973 -4.8887 -0.53 0.49 0.03
H 0.6230 -7.5773 -4.4958 0.50 -0.03 0.45
C -7.7132 -1.4998 -2.2708 0.05 -0.12 1.12
O -7.9251 -2.0819 -0.9738 -0.68 0.06 0.06
C -6.7765 -2.1357 -0.1287 -0.09 -1.05 -0.25
C -6.9389 -3.1791 1.0749 0.47 1.80 -0.04
C -7.7614 -2.6684 2.2424 -1.41 0.51 -0.58
N -5.6607 -3.4490 1.6745 2.20 -0.98 -0.94
H -8.6415 -1.5316 -2.8412 0.03 -0.46 0.17
H -6.9060 -2.0345 -2.7715 0.02 0.02 -0.27
H -7.4749 -0.4384 -2.2008 0.34 0.16 0.16
H -5.9793 -2.5012 -0.7760 0.55 -0.10 0.28
H -6.5200 -1.1291 0.2016 0.07 0.15 0.37
H -7.2967 -4.0972 0.6088 -0.28 0.04 0.20
H -8.0514 -3.5107 2.8706 -0.20 0.13 0.05
H -8.6252 -2.0962 1.9040 -0.50 -0.29 0.10
H -7.2012 -1.9646 2.8579 0.30 -0.12 -0.13
H -5.5997 -4.2334 2.3078 -0.35 0.05 -0.18
H -5.1170 -2.6884 2.0567 -0.47 0.23 -0.11
C -15.7839 7.6008 4.9039 -0.63 0.58 0.49
O -14.5548 7.3420 5.4798 2.37 -0.09 0.88
C -13.8246 8.5470 5.8211 1.12 -0.35 0.08
C -12.3113 8.2608 6.1262 -2.47 0.42 -1.20
N -11.6388 8.1362 4.8179 0.23 -0.96 2.03
C -10.3017 7.7100 5.1648 1.65 0.51 -2.07
C -9.5439 7.4028 3.8308 0.23 -0.82 -0.22
O -9.2308 8.5322 3.0071 -1.71 1.12 1.30
C -8.1446 8.3933 2.1765 0.87 -1.05 -0.34
H -16.2641 8.2189 5.6626 -0.89 0.60 -0.66
H -16.4142 6.7211 4.7737 0.50 -0.38 0.22
H -15.6688 8.0429 3.9142 -0.18 0.51 0.00
H -14.1637 9.0728 6.7137 -0.97 -0.16 0.05
H -13.8457 9.2259 4.9687 -0.23 0.18 -0.07
H -12.3387 7.4155 6.8139 0.54 -0.73 -0.72
H -11.8230 9.0309 6.7234 -0.37 0.59 0.12
H -11.5217 9.0761 4.4675 -0.33 0.21 -0.28
H -10.3204 6.9116 5.9066 0.01 -0.56 -0.67
H -9.7389 8.4924 5.6738 0.19 0.43 0.16
H -10.1712 6.7605 3.2127 -0.27 -0.23 0.14
H -8.6203 6.8438 3.9813 0.24 -0.03 0.45
H -8.2298 7.5476 1.4942 -0.24 -0.46 -0.08
H -7.2754 8.1881 2.8013 0.56 0.24 -0.19
H -7.9892 9.2316 1.4974 -0.20 0.42 0.59
C -0.6149 -7.1964 2.2333 -0.25 0.01 -0.27
O -0.2079 -8.3858 2.8409 1.49 -0.16 1.04
C 0.9061 -8.2314 3.7427 0.28 -2.39 0.57
C 1.4686 -9.7156 4.0607 -0.16 1.84 -0.01
N 2.8285 -9.6881 4.6145 0.32 -0.22 0.45
C 3.4086 -11.0305 4.5783 0.67 0.16 1.39
C 4.8263 -11.0737 5.2555 -1.91 -0.19 0.83
O 5.1002 -12.4173 5.7386 -0.17 0.77 -1.35
C 6.2246 -12.4289 6.5690 0.79 -0.09 -0.60
H -1.6423 -7.3611 1.9088 -0.03 0.22 0.02
H -0.0110 -6.9970 1.3480 0.16 0.23 -0.10
H -0.5609 -6.3509 2.9191 -0.10 0.16 0.03
H 0.6075 -7.7795 4.6886 -0.58 -0.12 0.19
H 1.7410 -7.5810 3.4819 0.00 -0.01 -1.22
H 1.3908 -10.3996 3.2156 -0.01 0.34 -0.65
H 0.7947 -10.1483 4.8002 0.09 -0.01 0.25
H 3.5150 -9.1308 4.1264 -0.57 0.71 -0.59
H 3.4364 -11.3507 3.5368 0.03 -0.74 0.01
H 2.7815 -11.6266 5.2413 -0.10 -0.57 -0.51
H 4.7598 -10.5020 6.1811 -0.20 0.54 -0.01
H 5.5307 -10.5341 4.6225 0.74 -0.81 -0.23
H 7.1232 -12.2059 5.9938 0.24 0.44 -0.17
H 6.4404 -13.4395 6.9156 -0.63 0.03 0.38
H 6.1364 -11.6829 7.3588 -0.01 -0.17 0.38
C -1.8267 6.6001 3.0322 0.38 -0.29 -0.54
O -1.1385 5.4234 2.5944 -0.50 0.00 1.24
C -0.2276 4.8979 3.5827 0.89 0.00 -1.30
C 0.1494 3.4707 3.1365 0.48 1.34 -0.94
N -0.8826 2.5304 3.2675 -0.80 -2.32 0.69
C -1.2886 2.2337 4.6398 -0.99 -0.29 -0.66
C -2.5022 1.2421 4.7496 0.11 0.39 -0.71
O -2.2939 -0.1382 4.3962 -1.43 2.71 -0.50
C -1.3593 -0.7750 5.1326 1.23 -1.92 0.55
H -2.5180 6.4258 3.8567 0.03 -0.26 0.17
H -2.4006 6.9753 2.1849 0.03 -0.12 -0.03
H -1.1202 7.3786 3.3203 0.14 0.09 0.12
H -0.5579 4.9193 4.6212 -0.60 0.12 -0.08
H 0.6656 5.5207 3.5316 0.28 0.14 0.18
H 1.1099 3.1506 3.5403 -0.18 -0.14 0.81
H 0.4040 3.4780 2.0766 -0.13 0.53 -0.28
H -1.6896 2.7210 2.6908 0.06 0.17 -0.17
H -1.6094 3.1777 5.0803 -0.32 -0.04 0.67
H -0.4249 1.8955 5.2122 0.02 -0.17 0.02
H -3.3469 1.5378 4.1274 0.39 0.28 -0.72
H -2.9940 1.3951 5.7103 0.58 -0.62 0.78
H -0.3289 -0.5042 4.9025 0.22 0.29 -0.09
H -1.4857 -1.8140 4.8282 0.35 -0.27 0.30
H -1.4917 -0.7215 6.2132 -0.20 0.20 0.25
C 8.4747 11.4370 -3.8525 0.19 -0.53 -0.47
O 7.2617 10.8165 -4.1577 -0.71 -0.61 0.44
C 6.1618 11.4295 -3.4893 -0.57 -0.54 -1.25
C 4.8947 10.6455 -3.8949 1.21 -0.18 0.54
N 4.7901 9.2949 -3.2527 0.11 2.00 0.19
C 3.6153 8.6527 -3.7663 -1.53 -0.85 0.20
C 3.0798 7.5974 -2.7543 1.44 0.06 -0.87
O 1.9791 6.8438 -3.2048 0.52 0.94 -0.27
C 1.5010 5.9569 -2.2303 -0.67 -0.43 -1.00
H 8.5926 11.4642 -2.7692 0.32 0.45 0.06
H 8.5293 12.3995 -4.3610 0.07 0.45 0.43
H 9.2552 10.8174 -4.2941 0.09 -0.03 0.17
H 6.0781 12.4215 -3.9331 -0.22 0.44 0.29
H 6.3055 11.5060 -2.4116 0.08 -0.16 0.12
H 4.9589 10.5888 -4.9815 -0.02 -0.30 -0.34
H 4.0110 11.2592 -3.7204 -0.07 -0.24 0.54
H 5.5573 8.7284 -3.5852 0.46 0.29 0.20
H 3.9549 8.2244 -4.7093 -1.01 -0.55 -0.35
H 2.7971 9.3534 -3.9327 0.18 0.24 -0.26
H 2.8933 8.0538 -1.7822 -0.14 0.26 0.03
H 3.9678 6.9730 -2.6560 0.02 -0.68 0.56
H 2.1612 5.0981 -2.1092 0.36 0.09 0.45
H 0.6070 5.5525 -2.7051 -0.27 -0.06 0.42
H 1.2434 6.4609 -1.2988 0.13 -0.09 0.17
C 4.7109 1.9210 -12.5524 -0.76 1.67 -0.01
O 5.1206 2.1777 -11.2396 0.34 1.30 1.92
C 5.1518 3.6160 -10.8428 1.18 -1.11 0.28
C 5.6856 3.7701 -9.4050 -0.89 -2.45 0.17
N 4.8373 3.0319 -8.4131 0.00 1.48 0.51
C 5.3591 3.3129 -7.0641 -0.90 -0.53 0.63
C 4.4929 2.7148 -5.8964 0.74 -0.17 -1.29
O 4.8208 1.3251 -5.7555 -0.72 0.06 1.31
C 4.0532 0.6259 -4.7224 0.30 -0.20 -1.39
H 5.2428 2.6291 -13.1877 0.32 -0.45 -0.67
H 3.6668 2.2226 -12.6362 -0.41 -0.19 -0.23
H 4.7836 0.8743 -12.8479 0.46 0.15 0.32
H 4.2172 4.1652 -10.9566 -0.34 -0.50 -0.17
H 5.9347 4.1197 -11.4099 -0.14 0.01 -0.72
H 5.8196 4.8167 -9.1314 -0.46 0.03 -0.04
H 6.6682 3.3041 -9.3320 0.48 0.16 -0.42
H 4.8787 2.0334 -8.5594 0.12 -0.05 -0.41
H 5.3688 4.3947 -6.9315 0.02 0.08 0.02
H 6.3815 2.9463 -6.9715 0.29 -0.01 0.27
H 3.4523 2.8565 -6.1884 -0.32 -0.22 0.01
H 4.6409 3.2729 -4.9719 0.31 -0.04 0.17
H 4.1881 -0.4372 -4.9216 -0.01 0.03 -0.25
H 2.9910 0.8446 -4.8321 -0.07 0.16 0.08
H 4.3554 0.7277 -3.6801 0.35 0.83 -0.06
C 2.4986 -2.3981 2.8257 1.74 -0.30 -1.77
O 1.3500 -2.4143 2.0233 -0.19 -0.36 1.08
C 0.9691 -1.1823 1.4986 -0.66 -0.06 -1.00
C -0.4337 -1.4022 0.8870 0.53 1.40 1.03
N -0.8776 -0.1046 0.3601 -0.42 0.41 -0.47
C -2.2918 -0.0846 -0.0346 0.54 -1.14 -0.72
C -2.9380 1.1954 -0.5597 0.98 -0.74 0.13
O -3.1996 1.9658 0.5786 -2.22 1.28 0.63
C -4.3443 2.8823 0.4629 1.00 -1.03 -0.83
H 2.6645 -1.5948 3.5436 -1.01 -0.23 0.66
H 3.3500 -2.2224 2.1683 0.42 0.35 -0.54
H 2.7579 -3.4193 3.1051 -0.71 0.13 0.90
H 1.6465 -0.8248 0.7231 0.33 -0.16 -0.29
H 0.9660 -0.3848 2.2417 -0.30 0.03 0.43
H -1.0553 -1.6684 1.7419 -0.35 -0.56 -0.01
H -0.4048 -2.2105 0.1563 -0.10 0.21 -0.14
H -0.8157 0.5424 1.1332 0.28 0.31 0.24
H -2.9157 -0.4547 0.7790 -0.34 0.17 0.33
H -2.4002 -0.8567 -0.7963 0.04 -0.04 -0.34
H -3.7654 0.8279 -1.1667 -0.94 0.30 0.51
H -2.3684 1.7826 -1.2801 0.64 -0.06 0.02
H -4.4876 3.4139 1.4036 0.46 0.18 -0.29
H -5.2944 2.4073 0.2181 0.00 -0.81 0.30
H -4.1802 3.4752 -0.4369 0.23 0.82 0.37
C 3.6203 -14.2317 0.4148 0.12 -0.02 0.94
O 3.5079 -12.8294 0.5196 0.07 0.09 -0.01
C 3.6578 -12.1646 -0.7298 -0.17 0.51 0.43
C 3.4138 -10.6808 -0.5034 -0.38 -1.56 0.77
N 4.4543 -10.1075 0.3062 -0.03 -0.87 -2.14
C 4.2287 -8.7038 0.4161 1.04 -0.47 1.55
C 5.3991 -8.1560 1.1759 0.67 1.56 0.52
O 5.4011 -8.4571 2.5869 -0.40 -0.23 -0.68
C 6.5149 -8.0277 3.3226 0.67 -0.19 0.85
H 4.6511 -14.5683 0.3045 0.21 0.14 -1.01
H 2.9047 -14.6090 -0.3157 0.28 -0.27 -0.20
H 3.4204 -14.6825 1.3869 -0.67 0.32 0.14
H 2.8936 -12.5060 -1.4281 0.13 -0.39 -0.26
H 4.6771 -12.2963 -1.0926 0.05 -0.26 -0.35
H 2.5137 -10.6461 0.1104 -0.84 0.16 -0.41
H 3.2379 -10.2002 -1.4658 0.29 0.30 0.09
H 4.5746 -10.7308 1.0918 0.01 0.83 0.66
H 3.2774 -8.4393 0.8778 -0.32 0.16 0.21
H 4.2526 -8.2773 -0.5867 0.01 0.06 -0.04
H 5.3962 -7.0731 1.0514 0.05 0.39 0.23
H 6.3120 -8.5004 0.6902 0.15 -0.31 0.15
H 6.8151 -6.9830 3.2414 -0.48 0.31 -0.44
H 7.4378 -8.5944 3.1995 0.06 -0.40 -0.87
H 6.3357 -8.2076 4.3826 -0.61 0.14 0.04
```
Positions in Å, forces in eV/Å.